Entry 1:
Formula: C2H5NO
Source: OMol25
Level of theory: ωB97M-V/def2-TZVPD

Geometry as XYZ:
```
9
Properties=species:S:1:pos:R:3:forces:R:3:mulliken_charge:R:1
N 0.513746 0.095812 0.517276 2.17 -0.16 0.03 -0.160
O 1.332393 -1.018880 0.251393 -0.39 -0.76 -0.33 -0.689
H -0.430018 0.003179 0.019789 1.32 0.55 1.22 0.200
H 0.598488 0.152519 1.553777 -1.29 0.40 -0.86 0.288
H 1.144868 0.840527 0.145456 -1.53 0.04 0.21 0.306
C -1.659850 0.160521 -1.641484 -0.81 -1.70 0.71 -0.494
C -1.926992 -0.910403 -1.170546 0.45 1.55 -0.91 -0.309
H -1.558085 1.108709 -2.023655 0.32 1.48 -0.66 0.423
H -2.069855 -1.870443 -0.825066 -0.23 -1.40 0.59 0.434
```
Forces are in eV/Å.

Output
Orbital gap   8.920 eV
Total charge   0
Lowest unoccupied orbital energy   0.78 eV
Structure (SMILES)   [NH3+][O-].C#C
Molecular weight   59.07 Da
Spin multiplicity   1

***

Entry 2:
Formula: C2H5NO
Source: OMol25
Level of theory: ωB97M-V/def2-TZVPD

Geometry as XYZ:
```
9
Properties=species:S:1:pos:R:3:forces:R:3:mulliken_charge:R:1
C 1.161353 -0.072307 0.074659 -0.24 -1.42 -1.42 -0.646
N -0.009096 0.678315 -0.169451 0.05 1.84 -0.54 -0.308
C -1.249401 0.006486 -0.164225 -0.83 1.13 -2.39 -0.024
O -0.833347 0.539697 1.006832 -0.59 0.59 2.05 -0.343
H 0.781727 -0.950579 0.590202 0.99 -0.75 0.06 0.352
H 1.622805 -0.239110 -0.919786 -0.16 -0.41 0.58 0.228
H 1.856503 0.475234 0.651612 0.60 0.61 0.80 0.235
H -1.968156 0.597441 -0.755822 -0.13 -0.36 0.52 0.224
H -1.362390 -1.035173 -0.314025 0.30 -1.23 0.33 0.283
```
Forces are in eV/Å.

Output
Orbital gap   10.743 eV
Total charge   0
Lowest unoccupied orbital energy   1.16 eV
Structure (SMILES)   CN1CO1
Molecular weight   59.07 Da
Spin multiplicity   1

***

Entry 3:
Formula: C2H5NO
Source: OMol25
Level of theory: ωB97M-V/def2-TZVPD

Geometry as XYZ:
```
9
Properties=species:S:1:pos:R:3:forces:R:3:mulliken_charge:R:1
C 0.932932 -0.441375 0.129974 -1.36 -0.25 -0.36 -0.314
C 2.118096 0.105485 -0.098516 0.40 0.34 0.07 -0.404
H 0.007434 0.119084 0.456800 1.43 -0.45 -0.28 0.077
H 0.714119 -1.491505 -0.133074 0.32 0.54 0.34 0.221
H 2.269696 1.182776 0.085810 0.07 -0.67 -0.09 0.211
H 2.990398 -0.476741 -0.471571 -0.85 0.49 0.32 0.214
N -2.666090 0.135801 -0.251318 0.53 2.65 1.02 0.069
O -3.713007 -0.306157 0.046336 -1.20 -1.17 0.02 -0.269
H -2.653576 1.172636 0.235555 0.66 -1.48 -1.03 0.196
```
Forces are in eV/Å.

Output
Orbital gap   9.399 eV
Total charge   0
Lowest unoccupied orbital energy   -0.21 eV
Structure (SMILES)   C=C.N=O
Molecular weight   59.07 Da
Spin multiplicity   1

***

Entry 4:
Formula: C2H5NO2
Source: OMol25
Level of theory: ωB97M-V/def2-TZVPD

Geometry as XYZ:
```
10
Properties=species:S:1:pos:R:3:forces:R:3:mulliken_charge:R:1
N -0.243481 -1.672384 0.050937 0.45 -0.11 -0.59 -0.423
C -0.226501 -0.330144 0.448032 0.27 -1.69 1.36 0.579
O -0.709297 -0.032048 1.524884 -0.19 0.21 -0.76 -0.560
C 0.364982 0.745577 -0.446230 0.33 0.89 -0.04 -0.493
O 0.519723 1.976510 0.285159 1.04 -1.64 -0.98 -0.464
H 0.466703 -2.062969 -0.610152 -1.24 0.66 0.98 0.222
H -0.785357 -2.332267 0.653881 1.05 1.07 -0.79 0.245
H -0.349024 0.877733 -1.273017 0.13 0.00 0.02 0.258
H 1.337587 0.633760 -0.890175 0.38 -1.10 -0.14 0.339
H -0.375335 2.196233 0.256681 -2.20 1.73 0.94 0.300
```
Forces are in eV/Å.

Output
Orbital gap   10.855 eV
Total charge   0
Lowest unoccupied orbital energy   0.77 eV
Structure (SMILES)   NC(=O)CO
Molecular weight   75.07 Da
Spin multiplicity   1

***

Entry 5:
Formula: C2H5NO2
Source: OMol25
Level of theory: ωB97M-V/def2-TZVPD

Geometry as XYZ:
```
10
Properties=species:S:1:pos:R:3:forces:R:3:mulliken_charge:R:1
C 0.681786 -0.222292 0.111269 -2.06 2.52 1.73 0.353
C -0.897638 0.414472 0.180658 2.84 0.50 0.43 -0.529
N -1.306348 -0.853264 -0.249916 1.90 -1.93 -1.52 -0.296
O 0.440678 -1.143033 -0.839183 -2.70 -0.69 -0.44 -0.501
O 1.668951 0.659794 -0.250908 0.44 -0.25 0.09 -0.502
H 2.342645 0.721360 0.439787 -0.18 -0.02 -0.14 0.340
H -1.584286 -0.846179 -1.229446 -0.19 0.01 0.10 0.313
H 0.809453 -0.617829 1.127222 0.34 -0.15 -0.09 0.290
H -0.987046 1.257478 -0.501493 -0.19 -0.05 -0.05 0.275
H -1.168195 0.629495 1.212009 -0.20 0.06 -0.11 0.257
```
Forces are in eV/Å.

Output
Orbital gap (alpha / beta)   8.802 / 8.804 eV
Total charge   0
Lowest unoccupied orbital energy (alpha / beta)   -0.55 / -0.55 eV
Molecular weight   75.07 Da
Spin multiplicity   1

***

Entry 6:
Formula: C2H5NO2
Source: OMol25
Level of theory: ωB97M-V/def2-TZVPD

Geometry as XYZ:
```
10
Properties=species:S:1:pos:R:3:forces:R:3:mulliken_charge:R:1
C -0.576537 -0.574229 1.236721 0.11 1.84 -1.08 -0.867
C -0.399766 0.260703 -0.030261 -2.40 0.06 -1.57 0.683
O -1.176627 1.089663 -0.523781 0.68 -0.19 1.30 -0.654
N 0.640016 -0.119166 -0.751758 1.65 0.56 -2.03 -0.074
O 1.097321 0.562392 -1.908289 -1.53 1.89 0.73 -0.427
H -0.219013 -1.574552 0.968559 -0.43 0.06 0.64 0.292
H 0.187852 -0.014495 1.814371 -0.81 -0.85 0.90 0.257
H -1.655277 -0.446705 1.530091 1.43 -0.43 0.14 0.260
H 1.402373 -0.681614 -0.513792 0.76 -1.01 1.10 0.184
H 0.699659 1.498004 -1.821861 0.54 -1.94 -0.13 0.347
```
Forces are in eV/Å.

Output
Orbital gap   10.411 eV
Total charge   0
Lowest unoccupied orbital energy   0.79 eV
Structure (SMILES)   CC(=O)NO
Molecular weight   75.07 Da
Spin multiplicity   1